No. 1
{
  "formula": "C6H32NO11",
  "method": "the ωB97M-V functional and the def2-TZVPD basis",
  "total_charge": 1,
  "e_above_lowest_kj_mol": 434.0,
  "homo_lumo_gap_ev": 9.74,
  "energy_ev": -30744.509,
  "multiplicity": 1,
  "elements": ["O", "C", "C", "C", "C", "C", "C", "N", "H", "H", "H", "H", "H", "H", "H", "H", "H", "H", "H", "H", "H", "H", "O", "H", "H", "O", "H", "H", "O", "H", "H", "O", "H", "H", "O", "H", "H", "O", "H", "H", "O", "H", "H", "O", "H", "H", "O", "H", "H", "O"],
  "positions_angstrom": [[-4.41405, 0.05259, 1.60326], [-3.66716, -0.84435, 1.88792], [-2.41400, -1.05106, 0.97891], [-1.68248, -2.30047, 1.57298], [-0.68158, -2.90331, 0.64407], [-0.49646, -4.69246, -1.29218], [-1.09784, -3.65740, -0.72968], [-1.86143, 0.28777, 0.82490], [-3.66279, -1.38681, 2.83364], [-2.67140, -1.26397, -0.17787], [-2.49526, -3.14718, 1.66210], [-1.41163, -2.00754, 2.62530], [-0.12777, -2.10885, 0.15681], [0.17473, -3.50446, 1.08863], [-0.66483, -5.02977, -2.32231], [0.25307, -5.42454, -0.88302], [-1.95653, -3.12553, -1.09478], [-2.49262, 0.84827, 0.04805], [-0.83122, 0.20946, 0.44438], [-1.78776, 0.88835, 1.57592], [-2.84179, 1.33945, -2.09981], [-1.86192, 0.33758, -1.63927], [-2.81783, 0.51673, -1.69133], [0.91164, 2.42583, 3.09597], [0.82097, 2.61194, 1.45494], [0.64914, 2.11277, 2.25500], [4.39705, -0.01019, 0.28898], [3.94414, -1.48648, -0.29916], [4.20218, -0.59220, -0.47278], [-2.45461, 1.71203, 3.29964], [-1.15891, 1.51375, 4.14938], [-1.91631, 1.00232, 3.77874], [0.30155, 1.30919, -2.13205], [0.30059, -0.35048, -1.90666], [-0.08307, 0.52028, -1.64525], [2.58161, -0.57275, -2.05884], [1.94875, -1.63588, -3.13838], [1.75473, -0.94140, -2.52900], [4.79908, 1.38158, -1.57460], [4.06446, 2.55309, -2.01108], [3.93319, 1.70518, -1.57684], [-0.42442, 1.99699, -0.31071], [-0.96646, 3.29497, -0.63119], [-1.17944, 2.49638, -0.17285], [1.19158, 3.69583, -2.96855], [1.61957, 4.31196, -1.54585], [1.05529, 3.84208, -2.01782], [4.03090, 1.65373, 0.11670], [3.23628, 1.44305, 1.46183], [3.95104, 1.97392, 1.07384]],
  "atomic_forces_ev_per_a": [[-0.3, -0.4, 0.5], [0.7, 1.4, -1.5], [-2.2, -2.5, -1.6], [-2.1, -0.4, 0.4], [3.0, -1.8, -1.9], [0.8, -1.4, -0.5], [-0.1, 0.9, 3.0], [2.1, -0.3, -4.3], [-0.4, -0.4, 0.2], [-0.1, 0.0, 2.8], [1.0, 1.9, 0.2], [0.5, -0.7, -1.0], [0.4, 0.7, 0.1], [-1.3, 0.6, 0.0], [-0.7, 0.5, 0.3], [-0.5, 1.5, 0.4], [-0.1, -0.1, -1.2], [1.6, -1.7, 1.4], [-2.5, 0.3, 0.5], [0.2, 1.1, 2.8], [-0.4, 2.4, -1.2], [0.1, 0.1, -0.6], [0.0, -2.3, 1.4], [0.9, 1.3, 0.6], [0.4, 0.8, 0.8], [-1.2, -2.1, -1.4], [-0.3, -1.4, 0.1], [0.1, -0.5, 1.0], [0.2, 1.2, -0.8], [0.9, -1.3, 1.3], [-0.8, -0.6, -0.4], [-0.3, 1.9, -0.9], [-0.3, -2.0, 0.6], [0.7, 1.1, -0.5], [-0.3, 1.0, 0.2], [-1.5, -1.0, -1.2], [0.7, -0.6, -0.4], [1.3, 1.3, 1.6], [2.2, -1.4, -0.2], [-0.4, 0.3, 0.0], [-1.7, 1.2, -0.7], [2.3, -1.8, -0.6], [0.0, 1.2, -0.5], [-2.1, 1.6, 0.8], [0.6, 0.8, 0.9], [4.5, 3.5, 2.4], [-5.2, -4.3, -3.3], [-0.7, 1.3, 1.6], [0.2, 0.3, -0.1], [0.0, -1.1, -1.0]],
  "mulliken_charge": [-0.456, -0.303, 0.327, -0.734, -0.633, -0.936, 0.038, 0.007, 0.401, 0.143, 0.368, 0.485, 0.087, 0.393, 0.269, 0.256, 0.278, 0.527, 0.181, 0.313, 0.314, 0.464, -0.647, 0.279, 0.305, -0.574, 0.310, 0.292, -0.613, 0.355, 0.266, -0.613, 0.233, 0.347, -0.658, 0.317, 0.240, -0.570, 0.353, 0.252, -0.548, 0.073, 0.342, -0.505, 0.300, 0.252, -0.533, 0.350, 0.315, -0.705]
}

No. 2
{
  "formula": "C3H10N4",
  "method": "the ωB97M-V functional and the def2-TZVPD basis",
  "total_charge": 0,
  "e_above_lowest_kj_mol": 79.7,
  "homo_lumo_gap_ev": 9.98,
  "energy_ev": -9232.758,
  "multiplicity": 1,
  "smiles": "[H]/N=C/NC.[H]/N=C/N",
  "elements": ["N", "C", "N", "H", "H", "H", "H", "C", "N", "C", "N", "H", "H", "H", "H", "H", "H"],
  "positions_angstrom": [[0.01361, -1.09988, -2.86719], [0.11634, -2.08953, -1.87319], [1.19085, -2.43691, -1.31866], [0.87403, -0.56419, -2.88046], [-0.80674, -0.54082, -2.82379], [-0.85525, -2.36996, -1.58199], [0.99426, -3.20218, -0.69673], [0.44559, 2.44744, 1.09157], [-0.07627, 1.14566, 0.76170], [-0.78532, 0.47990, 1.73043], [-0.96238, -0.79551, 1.59617], [1.47546, 2.58725, 0.67581], [-0.07747, 3.32712, 0.67231], [0.52200, 2.61529, 2.20159], [0.54255, 0.49097, 0.28959], [-1.11089, 1.10627, 2.57088], [-1.50035, -1.10091, 2.45196]],
  "atomic_forces_ev_per_a": [[1.7, -0.9, 0.7], [-0.2, 1.9, -0.7], [0.5, -0.1, -0.6], [-0.1, 0.1, -0.4], [-0.6, 0.3, 0.1], [-1.2, -1.1, 0.4], [0.1, -0.2, 0.5], [1.5, 1.4, 0.3], [0.0, 0.0, 0.4], [0.2, -1.5, -0.7], [-1.0, 1.0, 2.0], [-0.7, -0.4, 0.5], [-0.4, -0.7, 0.1], [-0.1, -0.2, -1.0], [-0.2, 0.4, -0.1], [-0.1, -0.2, -0.2], [0.7, 0.1, -1.3]],
  "mulliken_charge": [-0.545, 0.072, -0.667, 0.254, 0.252, 0.369, 0.262, -0.804, -0.182, -0.004, -0.546, 0.288, 0.245, 0.280, 0.252, 0.262, 0.213]
}

No. 3
{
  "formula": "C3H6N4",
  "method": "the ωB97M-V functional and the def2-TZVPD basis",
  "total_charge": 0,
  "e_above_lowest_kj_mol": 281.0,
  "homo_lumo_gap_ev": 10.05,
  "energy_ev": -9165.944,
  "multiplicity": 1,
  "smiles": "CN=C=N.N#CN",
  "elements": ["C", "N", "C", "N", "N", "C", "N", "H", "H", "H", "H", "H", "H"],
  "positions_angstrom": [[2.19299, 0.93811, -0.32464], [1.06332, 0.21977, 0.14530], [0.38210, -0.77103, -0.08014], [-1.87978, -0.30898, 0.91563], [-0.08172, -1.88737, -0.31882], [-2.20228, 0.84548, 0.27625], [-2.96427, 1.58390, -0.18157], [-1.79568, -1.13232, 0.32176], [-2.43609, -0.58270, 1.71589], [0.11947, -2.38129, -1.17220], [3.07448, 0.35281, -0.59616], [1.98305, 1.55510, -1.19995], [2.54442, 1.56851, 0.49867]],
  "atomic_forces_ev_per_a": [[0.9, 0.9, 0.4], [-2.8, -2.6, -0.4], [4.2, 1.4, -0.9], [0.6, -0.4, 0.3], [-0.7, 0.1, 0.6], [-2.6, -1.7, 0.6], [1.1, 1.1, -0.4], [0.2, 0.5, -0.1], [-0.1, 0.8, 0.0], [0.0, 0.2, -0.1], [-0.3, -0.6, 0.1], [-0.3, 0.1, 0.2], [-0.2, 0.2, -0.3]],
  "mulliken_charge": [-0.729, -0.324, 0.705, -0.495, -0.701, 0.353, -0.405, 0.260, 0.242, 0.240, 0.315, 0.280, 0.258]
}

No. 4
{
  "formula": "C10H13NO2",
  "method": "the ωB97M-V functional and the def2-TZVPD basis",
  "total_charge": 0,
  "e_above_lowest_kj_mol": 132.8,
  "homo_lumo_gap_ev": 8.88,
  "energy_ev": -16165.323,
  "multiplicity": 1,
  "smiles": "C[C@H](N)Cc1ccc2c(c1)OCO2",
  "elements": ["C", "C", "C", "C", "C", "C", "C", "C", "C", "C", "H", "H", "H", "H", "H", "H", "H", "H", "H", "H", "H", "H", "H", "N", "O", "O"],
  "positions_angstrom": [[1.26459, 2.93818, 0.34917], [0.39832, 2.96939, -0.89319], [0.59763, 1.68902, -1.73892], [0.51118, 0.39770, -0.96730], [1.58940, -0.48221, -0.78772], [1.52405, -1.66794, -0.02773], [0.28746, -1.96180, 0.49118], [-1.40629, -2.73750, 1.72106], [-0.79564, -1.08624, 0.38338], [-0.72738, 0.06816, -0.34796], [0.98179, 2.07891, 1.00582], [1.24438, 3.88692, 0.90223], [2.32574, 2.75431, 0.05059], [0.70176, 3.75998, -1.57318], [-1.16788, 3.92585, 0.04285], [-1.62284, 3.20055, -1.38416], [-0.13631, 1.69430, -2.55105], [1.56010, 1.82963, -2.24420], [2.51726, -0.21389, -1.30831], [2.40925, -2.29352, 0.10193], [-1.36434, -2.46433, 2.76853], [-2.05162, -3.61652, 1.58083], [-1.60032, 0.69673, -0.38526], [-1.02572, 3.11330, -0.52528], [-0.10294, -3.06280, 1.25780], [-1.90667, -1.66127, 0.93951]],
  "atomic_forces_ev_per_a": [[0.8, -0.5, 0.2], [-0.7, -0.6, -0.2], [0.2, 0.2, 0.0], [-0.4, -0.8, 0.6], [0.1, 0.8, -0.6], [-0.1, 0.2, -0.3], [-0.1, -0.1, 1.0], [-0.4, -0.8, -0.4], [0.6, -0.5, -0.8], [0.3, -0.1, 0.1], [0.1, 0.8, -0.4], [-0.1, -0.3, 0.0], [-0.7, 0.2, 0.2], [0.3, 0.5, 0.1], [-0.1, 0.4, 0.2], [0.8, 0.0, 1.2], [-0.1, 0.0, 0.1], [0.1, -0.4, 0.2], [-0.2, -0.2, 0.4], [-0.4, 0.1, 0.0], [0.1, 0.3, 0.4], [0.1, 0.3, 0.0], [0.0, 0.2, -0.2], [-0.3, -0.4, -1.3], [0.3, 0.6, -0.6], [0.1, 0.1, 0.3]],
  "mulliken_charge": [-1.316, 0.381, -1.333, 0.300, -0.413, -0.999, 1.018, -0.181, 0.764, -0.823, 0.277, 0.418, 0.305, 0.294, 0.232, 0.220, 0.382, 0.438, 0.320, 0.396, 0.261, 0.213, 0.407, -0.600, -0.475, -0.485]
}

No. 5
{
  "formula": "C16H16BMnN9O7",
  "method": "the ωB97M-V functional and the def2-TZVPD basis",
  "total_charge": 2,
  "homo_lumo_gap_ev": [5.60, 2.91],
  "energy_ev": -76564.802,
  "multiplicity": 6,
  "s_squared": 8.842,
  "elements": ["C", "N", "N", "C", "C", "B", "N", "N", "C", "C", "C", "Mn", "N", "N", "C", "C", "C", "H", "H", "H", "H", "H", "H", "H", "H", "H", "H", "H", "C", "H", "H", "H", "O", "N", "O", "C", "C", "C", "C", "O", "C", "C", "N", "O", "O", "N", "O", "O", "H", "H"],
  "positions_angstrom": [[-1.52133, -1.86009, 1.69718], [-0.58306, -1.78130, 0.71945], [0.21974, -2.86558, 0.73606], [-0.23963, -3.67248, 1.68301], [-1.32766, -3.07896, 2.30456], [1.44700, -3.02910, -0.21432], [1.06728, -2.77437, -1.68913], [0.31547, -1.66695, -2.03823], [0.15057, -1.73469, -3.38975], [0.77485, -2.88741, -3.88155], [1.33561, -3.51345, -2.78040], [-0.23858, -0.52335, -0.47621], [2.61464, -2.09349, 0.21264], [2.45871, -0.72613, 0.21880], [3.62358, -0.23800, 0.70042], [4.52319, -1.28241, 0.98486], [3.84378, -2.43919, 0.65140], [3.80000, 0.83097, 0.83905], [4.11645, -3.49268, 0.68933], [5.53578, -1.22797, 1.37895], [1.82078, -4.15420, -0.09238], [1.90343, -4.43335, -2.67029], [0.26598, -4.60666, 1.82582], [0.81823, -3.23390, -4.90727], [-1.91249, -3.47846, 3.11310], [-0.40704, -0.97705, -3.93521], [-2.25169, -1.07275, 1.85270], [1.20505, 0.70184, -1.05628], [0.28422, 1.15304, -1.62459], [0.51350, 0.96773, -2.69475], [-0.80818, 0.89940, -1.51551], [0.27689, 2.21377, -1.27634], [-4.38865, 5.54707, 0.06524], [-3.24124, 5.58860, 0.56232], [-2.66867, 6.63069, 0.93441], [-2.52984, 4.32414, 0.71706], [-3.15792, 3.14467, 0.29041], [-2.49517, 1.92054, 0.39782], [-1.17264, 1.84109, 0.98110], [-0.52358, 0.74909, 1.09608], [-0.56758, 3.07469, 1.40978], [-1.23529, 4.28963, 1.26931], [0.80287, 3.06702, 1.96784], [1.26451, 4.18453, 2.29339], [1.41095, 1.98993, 2.08770], [-3.20857, 0.76041, -0.13886], [-4.40722, 0.90912, -0.41395], [-2.59016, -0.33499, -0.32773], [-4.15103, 3.17786, -0.14240], [-0.76584, 5.21312, 1.58534]],
  "atomic_forces_ev_per_a": [[0.4, -0.8, -0.2], [-0.1, -1.3, 1.0], [-0.6, 0.0, -0.1], [0.5, -0.1, -0.3], [-0.6, 0.1, 0.7], [1.5, -0.3, 0.3], [-0.9, 0.3, 0.0], [0.4, -1.0, 0.1], [0.1, -0.4, 0.3], [-0.3, 0.6, -0.2], [-0.2, 0.5, 0.9], [0.9, 0.1, -0.1], [-0.8, 0.3, -0.2], [0.0, -0.4, 0.2], [-0.2, -0.2, -0.1], [0.0, 0.0, -0.1], [-0.4, 0.1, 0.0], [-0.3, -0.4, -0.1], [0.0, 0.4, 0.1], [-0.4, 0.1, -0.2], [-0.1, -0.1, -0.1], [-0.1, 0.3, -0.1], [-0.1, -0.3, 0.3], [-0.1, 0.2, 0.2], [0.0, -0.1, 0.1], [0.1, -0.2, 0.2], [0.3, -0.5, 0.1], [-1.3, 0.2, -0.4], [1.2, 1.6, -0.8], [-0.1, 0.7, 0.7], [0.6, 0.1, -0.3], [0.2, -0.6, -0.8], [2.5, -0.5, 1.0], [-1.6, 3.1, -0.3], [-0.8, -2.6, -0.7], [0.8, -0.8, 0.3], [0.2, -1.4, -0.1], [-0.8, 1.8, -0.2], [0.8, -1.8, 0.2], [-1.0, 1.3, -0.9], [-0.7, 1.4, 0.1], [0.4, -0.4, 0.2], [2.6, 0.7, 1.3], [-1.4, -2.4, -0.9], [-1.4, 2.2, -0.4], [-2.3, -1.1, -1.1], [3.2, -0.5, 0.8], [-0.6, 2.2, 0.0], [0.0, 0.1, 0.0], [0.1, 0.0, 0.0]],
  "mulliken_charge": [0.023, 0.652, -0.271, 0.060, -1.317, 0.078, 0.092, -0.207, -0.119, -1.184, -0.027, 0.375, 0.040, -0.085, -0.197, -1.108, -0.054, 0.466, 0.434, 0.402, -0.068, 0.482, 0.519, 0.429, 0.454, 0.507, 0.372, 0.035, -0.501, 0.578, 0.461, 0.382, -0.505, 0.967, -0.504, -0.584, -0.235, 0.243, 1.249, -0.575, -0.684, -0.362, 0.983, -0.533, -0.497, 0.986, -0.501, -0.573, 0.710, 0.709]
}

No. 6
{
  "formula": "C16H26NSSc",
  "method": "the ωB97M-V functional and the def2-TZVPD basis",
  "total_charge": 2,
  "homo_lumo_gap_ev": [5.65, 5.65],
  "energy_ev": -50021.752,
  "multiplicity": 1,
  "elements": ["C", "H", "H", "H", "C", "H", "H", "C", "H", "H", "H", "C", "C", "C", "C", "C", "C", "C", "C", "C", "C", "Sc", "H", "H", "H", "H", "H", "H", "H", "H", "H", "H", "H", "H", "H", "H", "H", "S", "C", "C", "N", "C", "H", "H", "H"],
  "positions_angstrom": [[1.03230, -1.73288, -0.75627], [0.68360, -2.69756, -0.35397], [0.89660, -1.78575, -1.84224], [-0.75894, -1.38337, -0.66104], [2.52779, -1.58997, -0.46354], [2.79552, -0.49432, -0.45399], [2.74372, -1.96529, 0.57127], [3.56809, -2.28677, -1.41232], [4.59074, -2.05913, -1.03430], [3.45491, -3.38995, -1.41992], [3.49895, -1.89278, -2.44744], [-0.60374, 2.35499, 0.04220], [0.77596, 2.23584, -0.42231], [0.75758, 1.50302, -1.66578], [-0.61886, 1.16928, -1.97441], [-1.45461, 1.66066, -0.90039], [-2.92806, 1.49262, -0.76351], [-1.07525, 0.39166, -3.15492], [1.92814, 1.26745, -2.55408], [1.97837, 2.80789, 0.25201], [-1.04665, 2.99415, 1.31218], [0.12500, 0.21833, 0.18044], [-1.99500, -0.17409, -2.93300], [-1.29517, 1.07467, -3.99967], [-0.31324, -0.32742, -3.50272], [-3.27722, 0.61179, -1.32552], [-3.20816, 1.36961, 0.29494], [-3.48444, 2.37375, -1.14015], [-0.27815, 2.95827, 2.09888], [-1.29019, 4.05201, 1.10992], [-1.94862, 2.51529, 1.72817], [2.91551, 2.37332, -0.11540], [2.00493, 3.89303, 0.05776], [1.96464, 2.66767, 1.34148], [1.89127, 0.27443, -3.02290], [1.95434, 2.01933, -3.36481], [2.87461, 1.34005, -2.01056], [-0.01600, -0.12901, 4.81963], [-0.87150, -1.48056, 4.17982], [-0.86048, -1.50895, 2.79857], [-0.16016, -0.40836, 2.27255], [0.40873, 0.39904, 3.21358], [-1.39299, -2.20803, 4.78211], [-1.30303, -2.26329, 2.10877], [1.01747, 1.28783, 3.01363]],
  "atomic_forces_ev_per_a": [[-2.4, -4.5, -2.4], [0.2, 0.3, -0.4], [-0.3, 0.1, 0.2], [2.8, -0.2, -0.3], [1.0, 2.5, 2.7], [0.1, -0.7, 0.0], [-0.4, 0.4, -0.8], [-0.6, -0.1, -0.7], [-0.9, 0.0, 0.0], [-0.1, 0.7, 0.0], [0.0, -0.3, 0.6], [0.6, -0.7, -1.2], [-1.3, 0.4, -1.0], [-0.9, 1.1, 0.4], [0.4, 0.0, 1.6], [1.6, 0.5, -0.1], [-0.5, -0.2, 0.0], [-0.3, -0.2, -0.7], [0.3, -0.2, -0.3], [0.3, 0.2, 0.1], [-0.3, 0.4, 0.4], [0.1, 0.3, 1.1], [0.3, 0.3, -0.2], [0.1, -0.4, 0.4], [-0.3, 0.3, 0.1], [0.0, 0.4, 0.2], [0.0, 0.0, -0.4], [0.4, -0.4, 0.1], [-0.2, 0.2, -0.3], [0.1, -0.3, 0.3], [0.3, 0.2, -0.2], [-0.2, 0.2, 0.0], [0.1, -0.3, 0.2], [0.0, 0.2, -0.1], [0.0, 0.3, 0.0], [0.0, -0.3, 0.3], [-0.1, 0.1, -0.1], [0.2, -0.1, -1.5], [-0.1, 0.0, -1.3], [0.7, 1.2, 0.7], [1.0, 0.6, 0.8], [-1.8, -2.1, 0.4], [0.2, 0.1, 0.3], [0.4, 0.8, 0.8], [-0.3, -0.5, 0.1]],
  "mulliken_charge": [-0.727, 0.658, 0.427, 0.315, -0.059, 0.003, 0.406, -1.285, 0.383, 0.365, 0.318, 0.446, 0.559, 0.514, 0.561, 0.682, -1.558, -1.343, -1.325, -1.441, -1.164, 0.064, 0.334, 0.373, 0.307, 0.344, 0.341, 0.338, 0.272, 0.378, 0.323, 0.347, 0.398, 0.303, 0.288, 0.378, 0.305, 0.001, -0.324, -0.458, 0.010, -0.137, 0.430, 0.366, 0.286]
}